No. 1
DFT (the ωB97M-V functional and the def2-TZVPD basis) results for a molecular structure, C22H24CoN6O5P at a distorted geometry.

## Properties
* orbital gap (spin up / spin down): 6.57 / 7.16 eV
* relative energy (zero: lowest compared OMol25 entry of this formula, charge and spin): 15.2 kcal per mole
* molecular weight: 542.38 g mol⁻¹
* <S²>: 0.773
* E_HOMO (spin up / spin down): -10.2 / -10.2 eV
* F_max: 1.980 eV/Å

```
! RIJCOSX wB97M-V def2-TZVPD def2/J DEFGRID3
* xyz 1 2
H -3.075 0.219 -2.440
C 1.229 4.628 0.226
H -0.687 -0.556 5.653
O 0.057 2.107 0.772
N -4.548 -1.538 -0.045
N -4.893 0.446 -1.398
H -4.684 -1.241 2.019
N 1.203 8.356 0.087
H -6.210 -1.087 1.132
H -2.702 -1.975 -0.914
P -2.406 0.335 -0.078
H -3.495 2.058 1.278
H -6.569 0.952 -0.197
H -1.933 -1.018 3.265
H 1.695 0.047 5.025
C -1.041 5.390 -0.076
C -0.127 4.354 0.086
N 0.988 -0.173 4.347
N -4.944 0.576 1.032
C 1.154 -0.187 3.004
H -5.403 0.775 -2.219
H 2.718 6.185 0.300
O -1.668 2.684 -0.548
H 3.543 0.388 4.132
C -3.085 -1.436 -0.042
C 3.766 0.044 0.312
H -3.337 1.838 -1.776
O 0.359 9.225 -0.014
C -3.447 0.775 -1.577
C -0.311 -0.496 4.648
C 1.671 5.939 0.204
C 3.590 0.277 3.055
H -3.224 0.598 2.216
C -5.122 -1.063 -1.246
H -1.299 7.526 -0.181
H -2.090 5.159 -0.188
H 5.702 0.586 3.031
C -0.924 -0.697 3.456
C 4.899 0.272 1.055
O 1.468 -0.419 0.170
C 4.815 0.396 2.442
H 3.806 -0.042 -0.766
N -0.017 -0.504 2.441
H -2.693 -1.956 0.836
O 2.396 8.552 0.205
H -4.685 -1.556 -2.114
C 0.745 6.960 0.069
H -5.283 2.187 -0.221
C -0.609 6.702 -0.076
C -5.491 1.119 -0.156
H -6.202 -1.220 -1.236
C 2.421 0.017 2.329
H 1.931 3.815 0.349
Co -0.241 0.086 0.564
C -3.556 0.973 1.247
H 5.862 0.348 0.567
C -0.618 2.938 0.108
C -5.141 -0.867 1.104
C 2.504 -0.109 0.917
*
```



No. 2
DFT (the ωB97M-V functional and the def2-TZVPD basis) results for 2 unconnected molecules or ions with the total composition C7H6Cl3NO2 at a distorted geometry.

## Properties
* orbital gap: 8.17 eV
* relative energy (zero: lowest compared OMol25 entry of this formula, charge and spin): 8.1 kcal per mole
* molecular weight: 242.49 g mol⁻¹
* E_HOMO: -8.7 eV
* F_max: 4.231 eV/Å

```
! RIJCOSX wB97M-V def2-TZVPD def2/J DEFGRID3
* xyz 0 1
C -0.320 0.169 1.955
C 1.781 -0.234 0.814
Cl -2.648 -1.189 -1.455
H 1.498 -0.912 2.621
Cl 0.056 -1.474 -2.393
Cl -0.677 -2.533 0.084
N -0.805 1.261 -1.457
H 2.881 -0.520 0.848
C -0.909 0.660 0.881
C -0.984 -1.353 -1.002
H 1.528 1.446 -0.682
O -0.086 1.688 -2.338
C -0.254 0.479 -0.376
H -0.994 -0.032 2.757
H 1.556 -0.138 -1.407
C 1.015 -0.422 1.883
O -1.981 1.467 -1.330
C 1.225 0.386 -0.432
H -1.880 1.253 1.030
*
```



No. 3
DFT (the ωB97M-V functional and the def2-TZVPD basis) results for a molecular structure, C4H6N4 at a distorted geometry.

## Properties
* orbital gap: 9.99 eV
* relative energy (zero: lowest compared OMol25 entry of this formula, charge and spin): 178.4 kcal per mole
* molecular weight: 110.12 g mol⁻¹
* E_HOMO: -9.3 eV
* F_max: 7.981 eV/Å

```
! RIJCOSX wB97M-V def2-TZVPD def2/J DEFGRID3
* xyz 0 1
C 0.551 0.621 0.097
N -0.182 2.542 -0.856
N -1.138 1.934 -0.029
C -0.738 -0.749 0.891
C 0.790 -0.898 0.327
H 1.543 -0.863 1.314
H -2.006 2.559 0.292
N 1.061 -1.442 -0.972
H -1.312 -0.952 1.979
H 1.982 -1.156 -1.463
C -0.641 0.727 0.462
H -1.377 -1.272 -0.124
H 0.631 -2.693 -1.023
N 0.836 1.642 -0.895
*
```



No. 4
DFT (the ωB97M-V functional and the def2-TZVPD basis) results for a molecular structure, C12H18BeO2S3SbSiTe.

## Properties
* orbital gap (spin up / spin down): 4.19 / 4.81 eV
* relative energy (zero: lowest compared OMol25 entry of this formula, charge and spin): 0.0 kcal per mole
* molecular weight: 576.93 g mol⁻¹
* <S²>: 0.753
* E_HOMO (spin up / spin down): -0.2 / -0.8 eV
* F_max: 0.093 eV/Å

```
! RIJCOSX wB97M-V def2-TZVPD def2/J DEFGRID3
* xyz -2 2
H -0.591 2.745 1.392
H -3.254 -0.299 2.720
C 4.373 1.277 0.636
C 5.182 2.520 0.372
H 1.048 -0.634 3.359
H 0.888 -3.142 0.823
C 1.659 -2.359 0.699
C 7.283 3.722 0.465
Sb -3.032 -0.622 -1.071
C 6.671 4.838 -0.094
H 8.337 3.744 0.716
Be -0.335 -0.884 0.054
O 2.829 -2.593 0.963
Si -0.954 0.453 2.270
H 4.860 0.392 0.230
C 6.538 2.577 0.696
H 4.236 1.118 1.706
C 0.644 0.379 3.302
S -1.829 -2.233 0.366
C 3.106 3.580 -0.558
C -2.329 -0.310 3.301
C 5.325 4.790 -0.417
H 1.408 1.019 2.855
H 2.948 3.898 -1.588
O 1.206 -1.230 0.263
S -0.919 0.644 -1.169
S -4.465 0.578 0.306
H 7.009 1.703 1.132
H 7.243 5.740 -0.279
H 0.445 0.731 4.323
C 4.569 3.638 -0.196
H 2.523 4.236 0.090
H -2.093 -1.345 3.552
H -2.310 2.312 1.405
Te 2.460 1.534 -0.312
H -1.506 2.797 2.924
C -1.379 2.264 1.973
H -2.470 0.265 4.226
H 4.844 5.657 -0.856
*
```



No. 5
DFT (the ωB97M-V functional and the def2-TZVPD basis) results for a molecular structure, C5H11N at a distorted geometry.

## Properties
* orbital gap: 7.00 eV
* relative energy (zero: lowest compared OMol25 entry of this formula, charge and spin): 119.4 kcal per mole
* molecular weight: 85.15 g mol⁻¹
* E_HOMO: -6.7 eV
* F_max: 2.481 eV/Å

```
! RIJCOSX wB97M-V def2-TZVPD def2/J DEFGRID3
* xyz 0 1
N 0.728 1.394 1.048
H 0.295 1.049 -2.412
H -0.167 2.496 -0.546
H 0.794 1.877 1.933
H 0.320 -2.595 1.213
H -0.337 -0.667 -2.237
H -1.056 -0.639 1.403
H 0.826 0.099 -0.836
H -1.294 2.020 0.789
C 0.559 -1.738 0.579
H 1.346 -1.152 1.048
C -0.387 1.744 0.236
C 0.026 0.232 -1.759
H 0.923 -2.138 -0.372
C -0.450 0.410 -0.420
C -0.692 -0.869 0.407
H -1.435 -1.525 -0.073
*
```



No. 6
DFT (the ωB97M-V functional and the def2-TZVPD basis) results for 7 unconnected molecules or ions with the total composition C43H60I2N11O5P4 at a distorted geometry.

## Properties
* orbital gap: 8.10 eV
* molecular weight: 1188.73 g mol⁻¹
* E_HOMO: -11.0 eV
* F_max: 2.905 eV/Å

```
! RIJCOSX wB97M-V def2-TZVPD def2/J DEFGRID3
* xyz 1 1
C -2.327 0.296 0.113
N 1.725 -1.548 -7.121
H -11.579 -0.713 7.691
C 2.429 0.878 1.246
C -10.543 -0.806 7.999
N -4.889 -1.263 5.358
P -2.452 2.168 0.246
H -4.257 2.414 1.336
I -3.683 2.071 -3.955
C 1.715 -2.130 -5.922
P -4.178 0.439 -2.200
C 10.104 6.003 -2.483
C -0.869 -1.767 4.718
H 10.445 6.953 -2.874
C 2.646 4.348 -5.025
H 5.070 -1.490 -1.491
H -1.762 -2.153 0.116
H -1.811 0.673 -1.944
H 0.745 -0.406 3.106
C 6.559 1.504 -1.939
H 1.104 -1.567 1.872
H 3.284 2.042 -2.536
O -3.369 -0.150 0.999
C -3.975 -1.227 0.604
C -0.903 -0.360 0.411
H 4.273 -3.275 -8.476
P 0.299 -2.862 -0.572
H 1.513 -3.652 4.581
N 0.429 -0.856 -3.347
H 0.969 -1.765 -5.229
C 2.636 -1.970 -7.995
H 1.071 -0.200 -0.424
H 2.456 3.787 -7.089
H -1.731 -1.513 2.083
N 9.225 3.555 -1.476
N -10.350 -1.101 9.282
C 9.248 5.203 -3.221
H -8.967 -1.462 10.748
H 0.435 2.390 -6.650
H -0.842 -2.460 5.553
N 4.082 0.228 -2.015
C 0.330 -1.252 2.566
H 4.237 -4.349 -6.224
H 0.786 3.493 -2.519
C 2.049 3.694 -6.092
H -9.729 -0.387 6.055
H 7.322 -0.435 -1.394
N -1.861 2.904 -0.963
C 3.533 -3.565 -6.474
C -4.990 -1.342 4.033
H 8.166 3.348 -3.221
C -7.990 -1.055 8.872
H 0.006 1.058 -0.923
C 5.197 -0.434 -1.706
H -6.988 -1.162 9.266
H -1.229 -3.914 0.794
H -0.351 -3.207 3.234
H 2.453 0.239 2.118
H -4.475 -0.557 3.483
C 3.557 -2.971 -7.725
H 2.252 -2.373 3.610
C 0.082 -2.299 3.643
H 0.023 -4.851 0.447
H -3.976 -0.972 -3.847
C 0.292 0.461 -0.063
O -4.025 2.440 0.400
H -1.895 -1.772 4.360
O -4.469 -0.956 -3.018
H -5.723 -2.315 2.284
C 6.451 0.152 -1.653
H 0.036 -4.609 -1.837
H -2.590 3.460 -1.396
O -1.833 2.459 1.687
C -6.230 -3.248 5.493
O -0.106 -3.662 -1.935
C 0.927 2.920 -5.845
C -8.210 -0.751 7.539
H -1.834 -0.219 -3.992
H 2.541 -3.570 -4.561
C 1.118 3.533 -3.553
C 2.594 -3.137 -5.551
C -0.964 -0.764 1.890
H -7.379 -0.612 6.861
C -9.513 -0.623 7.088
H 0.754 -0.809 -2.386
C 1.441 -2.612 4.292
N -1.101 -1.620 -0.459
H 5.447 3.266 -2.495
H 0.512 1.498 1.904
H -2.696 -2.155 -1.725
P -1.105 -1.232 -3.335
C 1.002 1.414 0.947
H 3.051 1.729 1.493
H -0.421 2.241 -4.307
H 8.902 5.506 -4.200
H 7.520 2.001 -1.909
C 5.412 2.209 -2.265
I 1.340 3.351 0.084
C 10.049 4.339 -0.784
H 2.884 0.434 0.368
H 3.529 4.961 -5.175
C -5.690 -2.329 3.362
H -5.412 -2.123 7.139
H 11.181 6.156 -0.626
H -6.709 -3.988 6.119
C -2.493 0.047 -1.381
H -0.565 -0.795 5.091
C -9.093 -1.221 9.698
N -0.212 -3.894 0.702
N 2.200 4.278 -3.773
H -6.878 -4.103 3.631
N -4.511 -2.201 0.241
H -2.057 3.371 1.917
H -1.277 0.128 2.419
C -5.506 -2.208 6.062
C 0.450 2.837 -4.547
H 10.351 3.958 0.185
C 8.839 3.998 -2.674
C 4.205 1.528 -2.289
H 2.622 -1.477 -8.961
H -1.383 -2.427 -4.028
C 10.513 5.564 -1.237
H 1.596 -1.985 5.163
C -6.323 -3.309 4.113
C -1.934 -1.385 -1.683
*
```



No. 7
DFT (the ωB97M-V functional and the def2-TZVPD basis) results for 5 unconnected molecules or ions with the total composition C13H26Br12NOS at a distorted geometry.

## Properties
* orbital gap: 5.67 eV
* molecular weight: 1203.27 g mol⁻¹
* E_HOMO: -11.6 eV
* F_max: 6.991 eV/Å

```
! RIJCOSX wB97M-V def2-TZVPD def2/J DEFGRID3
* xyz 1 1
C 6.459 2.477 3.496
Br -0.904 -4.183 2.636
H -0.545 -8.427 0.721
Br -4.132 -7.571 1.775
Br -4.594 -1.698 0.593
H -1.813 8.007 -3.820
H -2.959 -3.549 0.570
H 8.238 1.528 4.334
Br 8.350 3.895 5.116
C -0.848 -2.991 4.176
S 1.390 1.847 0.151
H -0.626 -0.256 -3.553
H -3.009 -9.034 0.093
Br 5.358 1.742 4.927
C -2.505 8.118 -4.656
H -2.463 6.165 -5.558
H 6.079 3.477 3.285
Br -1.981 -0.707 -1.822
H -1.680 -1.267 0.594
H 0.754 1.841 -4.281
H -1.214 -7.165 1.780
H -1.220 -0.919 4.621
H 0.093 -3.181 4.693
Br -3.766 5.825 -3.488
C 3.928 1.977 0.353
H 8.543 2.652 2.991
C -2.663 -8.621 1.041
N 4.742 1.103 0.587
H 1.545 0.515 -0.281
C -0.956 0.774 -3.438
Br -1.173 3.402 -4.558
C 7.922 2.461 3.868
Br 0.620 -0.846 2.973
Br -1.511 -6.603 -0.635
H -2.511 -9.434 1.753
H -1.676 -3.307 4.813
H -1.001 -2.526 -0.465
C -1.021 -1.554 3.756
H -0.421 1.233 -5.470
C -3.172 6.824 -5.053
C -1.411 -7.791 0.909
H 6.274 1.833 2.635
H -4.045 6.967 -5.689
C -3.118 -2.737 -0.143
O 2.839 2.634 -0.337
H -3.462 -3.154 -1.089
H -1.976 8.554 -5.505
Br -3.818 9.459 -4.132
C -1.873 -1.896 -0.278
H -1.813 -1.413 3.019
H 1.484 1.753 1.557
C -0.304 1.659 -4.472
Br -0.411 1.291 -1.627
H -2.045 0.809 -3.468
*
```



No. 8
DFT (the ωB97M-V functional and the def2-TZVPD basis) results for 4 unconnected molecules or ions with the total composition C45H33B4NO11.

## Properties
* orbital gap: 8.58 eV
* molecular weight: 807.00 g mol⁻¹
* E_HOMO: -9.6 eV
* SMILES: O=C1c2ccccc2C(=O)c2ccccc21.O=C1c2ccccc2C(=O)c2ccccc21.O=C1c2ccccc2C(=O)c2ccccc21.[H]/N=C\CB1OBOB(B(O)OC)O1
* F_max: 0.646 eV/Å

```
! RIJCOSX wB97M-V def2-TZVPD def2/J DEFGRID3
* xyz 0 1
H -3.900 -4.081 -1.858
C 0.748 5.392 -1.861
H -2.149 -1.784 -5.255
C 1.035 6.390 -0.927
C 1.942 6.129 0.228
C -0.050 13.842 6.063
H 2.617 -1.907 -1.071
C -0.723 -13.776 -1.874
C 2.226 3.763 -0.569
N 1.120 -0.592 -1.333
H 4.655 3.041 2.340
H 0.701 8.411 -0.329
C -1.995 8.390 3.102
H -4.442 -5.711 -1.406
H -0.311 -16.933 -3.014
H -1.755 15.045 5.555
C -1.933 13.054 4.790
H 2.134 -14.682 -0.305
C 1.013 -15.931 -1.652
H -2.899 13.213 4.332
B -1.354 -2.261 -4.514
C 0.596 10.256 5.136
C 0.025 -10.115 0.253
O -2.419 -5.470 -1.384
C -0.803 -9.019 0.089
H 0.883 -10.074 0.911
C 3.649 2.238 0.621
C -1.335 11.804 4.682
O 2.176 6.995 1.044
C 3.416 4.506 1.392
C 2.780 2.498 -0.425
C 1.969 -1.408 -1.794
C -0.112 -16.022 -2.465
C 0.551 12.600 5.956
C -0.098 6.959 3.475
C -0.085 11.578 5.260
C -1.897 -9.090 -0.766
H -0.289 -6.955 -3.062
C 0.533 7.966 4.184
B 0.859 -2.516 -3.725
C -0.352 7.927 -2.144
O 1.677 10.059 5.649
C 2.154 -1.766 -3.254
C -1.290 14.071 5.475
C -1.660 -12.623 -2.028
C -1.363 7.169 2.937
H 4.075 1.250 0.733
O 1.020 3.137 -2.499
C 0.689 -12.450 -0.269
C 2.539 4.769 0.347
C -0.234 -11.293 -0.440
C 0.476 7.654 -1.069
H -3.018 -10.341 -2.112
C 3.971 3.244 1.526
O -3.160 10.905 3.487
C 0.400 -13.688 -1.051
H 3.037 -2.396 -3.379
O 1.645 -12.390 0.475
B -0.820 -4.053 -3.032
H -1.267 7.156 -3.927
H -2.977 8.572 2.687
C -0.080 5.673 -2.941
C -2.168 -10.264 -1.448
O 0.519 -3.749 -3.197
B -1.312 -5.483 -2.198
H -0.596 -8.100 0.620
H -0.785 8.912 -2.254
H -0.288 4.891 -3.658
H 0.577 -0.156 -2.083
C 1.307 4.017 -1.715
O -2.643 -12.707 -2.732
C -2.055 10.720 3.951
C 1.267 -14.769 -0.945
O -0.021 -1.933 -4.619
H -1.853 6.379 2.383
H 1.691 -16.770 -1.571
H 0.447 14.636 6.603
C -3.688 -5.148 -1.953
H 0.400 6.009 3.331
H 1.518 7.819 4.605
C -1.364 9.407 3.808
O -0.557 -6.631 -2.193
H -1.856 -15.000 -3.206
C -0.098 9.191 4.358
H 2.514 1.725 -1.132
C -0.625 6.938 -3.083
H -3.741 -5.412 -3.011
H 2.297 -0.850 -3.830
H 3.654 5.298 2.089
H 1.516 12.405 6.403
C -0.978 -14.948 -2.577
H -2.531 -8.224 -0.899
C -1.339 -11.370 -1.289
O -1.754 -3.163 -3.552
*
```



No. 9
DFT (the ωB97M-V functional and the def2-TZVPD basis) results for a gas-phase ion, C4H10NO (charge +1) at a distorted geometry.

## Properties
* orbital gap: 11.80 eV
* relative energy (zero: lowest compared OMol25 entry of this formula, charge and spin): 67.4 kcal per mole
* molecular weight: 88.13 g mol⁻¹
* E_HOMO: -15.6 eV
* SMILES: C[C@@H]1OC[N@H+]1C
* F_max: 5.045 eV/Å

```
! RIJCOSX wB97M-V def2-TZVPD def2/J DEFGRID3
* xyz 1 1
C 0.619 -1.313 1.207
H -1.591 -0.913 -1.167
H 0.940 -0.780 2.154
H 1.483 -1.910 0.693
H -0.156 2.473 0.561
H -1.349 1.724 -0.731
H 1.497 0.889 -0.056
H 0.233 -2.209 1.728
C -0.568 -0.933 -0.980
C 0.492 0.842 -0.505
H -1.031 -0.356 1.076
O 0.177 0.022 -1.650
H 0.061 2.889 -1.110
N -0.248 -0.520 0.397
H -0.204 -1.944 -1.178
C -0.356 2.038 -0.439
*
```



No. 10
DFT (the ωB97M-V functional and the def2-TZVPD basis) results for 2 unconnected molecules or ions with the total composition FH3OSi at a distorted geometry.

## Properties
* orbital gap: 10.40 eV
* relative energy (zero: lowest compared OMol25 entry of this formula, charge and spin): 80.2 kcal per mole
* molecular weight: 66.11 g mol⁻¹
* E_HOMO: -11.6 eV
* SMILES: O=[SiH2].F
* F_max: 2.207 eV/Å

```
! RIJCOSX wB97M-V def2-TZVPD def2/J DEFGRID3
* xyz 0 1
F -2.514 -0.534 -1.003
O -0.458 0.214 -0.146
H -1.622 -0.310 -0.979
Si 0.924 0.274 0.489
H 1.530 -0.908 1.052
H 2.139 1.263 0.588
*
```



No. 11
DFT (the ωB97M-V functional and the def2-TZVPD basis) results for a molecular structure, C12H26IrNO3P2 at a distorted geometry.

## Properties
* orbital gap (spin up / spin down): 7.05 / 4.92 eV
* relative energy (zero: lowest compared OMol25 entry of this formula, charge and spin): 0.9 kcal per mole
* molecular weight: 486.51 g mol⁻¹
* <S²>: 8.779
* E_HOMO (spin up / spin down): -17.8 / -20.0 eV
* F_max: 2.896 eV/Å

```
! RIJCOSX wB97M-V def2-TZVPD def2/J DEFGRID3
* xyz 3 6
H -4.234 -1.156 0.168
H 1.997 -2.006 -1.224
C 0.513 2.470 -3.223
H -2.989 1.077 -1.603
C 2.710 -1.855 -0.407
H 2.743 -2.756 0.217
H -2.930 1.261 2.428
H 2.927 1.853 0.304
H 0.636 3.072 -4.134
H 3.537 0.813 -1.029
C -0.866 1.278 -1.636
H 2.644 2.580 -2.664
C 2.674 1.039 -0.393
C 1.640 2.211 -2.431
P -2.128 0.055 0.503
C -3.311 -1.307 0.747
O 0.255 0.980 2.612
Ir 0.073 0.101 0.952
O -0.610 -3.053 -0.359
H -2.406 -2.216 -3.054
C -2.816 1.511 1.364
H -0.172 -2.309 0.094
H 4.355 -0.296 1.776
N 0.256 1.069 -0.892
C 1.502 1.463 -1.262
H 3.167 -1.310 2.647
H -0.088 1.112 4.523
C -0.739 1.996 -2.828
H 3.037 0.464 2.697
H -3.775 1.784 0.907
H -3.539 -1.369 1.819
H -2.857 -2.258 0.440
C 0.076 0.276 3.820
H -2.102 2.335 1.241
C 3.302 -0.391 2.065
H -0.793 -0.422 3.837
C -2.106 0.504 -1.292
P 2.244 -0.432 0.606
H -2.186 -0.383 -1.917
O -1.547 -1.879 -2.770
H 1.008 -0.265 4.102
H -1.608 2.099 -3.474
H -1.315 -2.382 -1.978
H 0.119 -3.670 -0.447
H 3.698 -1.687 -0.850
*
```